Entry 1:
Here is a molecular structure, C14H25As2Cl3PtSi at a distorted geometry from the Open Molecules 2025 dataset. Energies are from ωB97M-V/def2-TZVPD.

The geometry in XYZ format:
```
46
Properties=species:S:1:pos:R:3:mulliken_charge:R:1
Pt 0.460 1.387 0.072 1.3521
C 2.946 -0.367 2.578 -1.1644
As 1.545 -0.457 1.265 0.2900
C 2.273 -1.517 -0.173 -0.9713
C 0.061 -1.462 1.944 0.7988
C 0.230 -2.336 3.008 -0.6724
C -0.866 -3.034 3.504 -0.7077
C -2.119 -2.858 2.940 -0.9584
C -2.292 -1.981 1.873 -0.9074
C -1.203 -1.284 1.369 0.3248
As -1.505 -0.089 -0.129 0.4342
C -1.903 -1.259 -1.606 -1.2742
C -3.140 0.879 0.180 -1.0779
H 3.192 -1.385 2.880 0.4992
H 2.638 0.214 3.437 0.3918
H 3.816 0.088 2.109 0.3938
H 2.618 -2.475 0.213 0.4226
H 3.113 -0.981 -0.612 0.4199
H 1.501 -1.677 -0.923 0.2437
H 1.202 -2.476 3.462 0.3659
H -0.733 -3.711 4.337 0.4369
H -2.972 -3.397 3.329 0.4347
H -3.278 -1.856 1.444 0.3841
H -2.027 -0.652 -2.498 0.4368
H -2.827 -1.798 -1.401 0.4619
H -1.095 -1.975 -1.739 0.3830
H -3.756 0.323 0.884 0.4509
H -3.653 0.974 -0.774 0.4515
H -2.923 1.863 0.588 0.2856
Cl -0.341 4.045 1.182 -0.1924
Si 0.381 2.325 2.198 0.4416
Cl 1.944 2.844 3.339 -0.1471
Cl -1.141 1.567 3.285 -0.1226
C 1.471 2.554 -3.928 -1.5997
C 1.004 1.543 -2.847 1.2695
C 0.247 0.391 -3.476 -0.9887
C 0.219 2.350 -1.864 -1.4222
H 2.110 2.029 -4.638 0.4069
H 2.038 3.381 -3.503 0.4333
H 0.616 2.958 -4.471 0.3907
H 1.923 1.173 -2.370 0.0242
H -0.665 0.749 -3.961 0.3494
H -0.013 -0.347 -2.723 -0.1640
H 0.859 -0.097 -4.233 0.4855
H -0.761 2.695 -2.179 0.3994
H 0.806 3.140 -1.371 0.5073
```

**LUMO (alpha / beta)**: -8.50 / -8.49 eV
**HOMO-LUMO gap (alpha / beta)**: 0.258 / 0.258 Ha
**Charge**: +2
**HOMO (alpha / beta)**: -15.5 / -15.5 eV

***

Entry 2:
Here is a molecular structure, C14H25BBaN6Si at a distorted geometry from the Open Molecules 2025 dataset. Energies are from ωB97M-V/def2-TZVPD.

The geometry in XYZ format:
```
48
Properties=species:S:1:pos:R:3:mulliken_charge:R:1
H 1.779 -2.090 -1.210 0.4168
N 1.830 -0.099 -0.471 0.1456
B 2.459 2.314 0.004 0.1970
N 2.736 0.928 -0.642 -0.1706
C 3.749 0.534 -1.433 -0.1943
Ba -0.771 0.410 1.244 1.3878
H 4.549 1.220 -1.669 0.4446
C 3.513 -0.783 -1.801 -1.1343
H 4.120 -1.402 -2.437 0.3721
C 2.306 -1.139 -1.174 -0.1485
H 3.381 3.048 -0.147 -0.1488
C -1.681 2.532 2.466 -1.4614
H -2.534 1.811 2.561 0.3716
H -1.909 3.280 1.684 0.2392
H -1.531 3.010 3.443 0.2209
N 2.150 2.086 1.503 0.1773
N 1.188 2.865 -0.682 -0.0359
N 1.107 1.234 2.002 -0.3144
N -0.003 2.175 -0.517 0.0567
C 2.800 2.655 2.526 -0.0856
C 0.999 3.935 -1.475 -0.1780
H 3.593 3.356 2.311 0.4258
H 1.833 4.589 -1.705 0.4385
C 2.282 2.180 3.730 -0.9825
C -0.346 3.965 -1.848 -1.0441
C 1.264 1.286 3.377 -0.1406
C -0.936 2.855 -1.218 -0.3448
H 2.611 2.469 4.710 0.3879
H -0.837 4.686 -2.483 0.3776
H 0.633 0.704 4.036 0.3821
H -1.971 2.512 -1.225 0.3837
H -0.421 -1.597 -0.156 -0.1937
C -1.353 -4.224 0.513 -1.0417
Si -2.285 -3.319 -0.829 0.4804
C -2.304 -4.335 -2.415 -1.0499
C -4.093 -3.140 -0.327 -1.0427
C -1.254 -1.733 -0.925 -0.6899
H -1.438 -5.310 0.406 0.3397
H -1.731 -3.939 1.502 0.2894
H -0.293 -3.950 0.438 0.2891
H -2.700 -5.345 -2.229 0.3088
H -2.927 -3.889 -3.203 0.3282
H -1.292 -4.453 -2.821 0.3079
H -4.188 -2.843 0.725 0.3166
H -4.645 -2.405 -0.929 0.3361
H -4.631 -4.095 -0.432 0.2921
H -0.855 -1.660 -1.947 0.3320
H -1.954 -0.893 -0.829 0.3565
```

**LUMO**: -0.18 eV
**HOMO-LUMO gap**: 0.212 Ha
**HOMO**: -6.0 eV

***

Entry 3:
Here is a molecular structure, C14H25BN6PdSi at a distorted geometry from the Open Molecules 2025 dataset. Energies are from ωB97M-V/def2-TZVPD.

The geometry in XYZ format:
```
48
Properties=species:S:1:pos:R:3:lowdin_spin:R:1
H 2.200 3.661 -0.131 0.0018
N 1.156 1.996 -0.909 0.1496
B -0.248 0.449 -2.508 -0.0019
N 0.212 1.815 -1.909 0.0063
C -0.013 3.022 -2.493 0.0254
Pd 2.118 0.574 0.322 1.4680
H -0.678 3.078 -3.345 0.0014
C 0.740 3.994 -1.844 0.0129
H 0.745 5.048 -2.048 0.0012
C 1.476 3.304 -0.858 0.0258
H -0.176 0.623 -3.724 -0.0008
C -2.489 -3.057 1.754 0.0002
H -1.948 -3.739 2.420 0.0000
H -1.778 -2.484 1.148 0.0001
H -3.128 -3.644 1.086 0.0000
N -1.786 0.013 -2.311 0.0680
N 0.795 -0.714 -2.288 0.0169
N -2.490 -0.178 -1.131 0.3147
N 1.781 -0.734 -1.311 0.1946
C -2.602 -0.298 -3.360 0.2558
C 1.022 -1.763 -3.129 0.0191
H -2.231 -0.237 -4.369 0.0073
H 0.425 -1.901 -4.016 0.0018
C -3.838 -0.699 -2.866 0.3555
C 2.112 -2.485 -2.670 0.0113
C -3.716 -0.611 -1.461 -0.0117
C 2.538 -1.827 -1.497 0.0204
H -4.705 -0.981 -3.419 0.0139
H 2.567 -3.338 -3.140 0.0011
H -4.491 -0.827 -0.739 -0.0053
H 3.327 -2.081 -0.803 0.0031
H -3.089 -2.385 2.329 0.0000
C 2.067 0.318 4.548 0.0800
Si 1.135 0.400 2.904 0.1637
C -0.605 -0.284 3.117 0.0449
C 0.931 2.204 2.452 0.0513
C 1.957 -0.785 1.702 0.5966
H 1.455 0.750 5.356 0.0130
H 3.010 0.884 4.500 0.0008
H 2.311 -0.721 4.818 -0.0007
H -1.053 0.094 4.047 0.0083
H -1.258 0.001 2.281 0.0008
H -0.600 -1.381 3.174 -0.0007
H 1.892 2.686 2.243 0.0068
H 0.286 2.341 1.576 0.0000
H 0.468 2.706 3.312 0.0067
H 1.256 -1.551 1.309 0.0200
H 2.936 -1.260 1.881 0.0521
```

**LUMO (alpha / beta)**: -5.61 / -10.26 eV
**⟨S²⟩**: 6.031
**2S+1**: 5
**HOMO-LUMO gap (alpha / beta)**: 0.349 / 0.195 Ha
**Charge**: +2
**HOMO (alpha / beta)**: -15.1 / -15.6 eV

***

Number 1 is which compound? C14H25As2Cl3PtSi